[1]
Density functional theory data (ωB97M-V with the def2-TZVPD basis set) for an isolated ion of composition C5H14N2 and charge +1.

Calculated values
Expectation value of S²: 0.7542
E_HOMO (spin up / spin down), eV: -13.1 / -13.1
Electronic energy, a.u.: -308.00185
HOMO-LUMO gap (spin up / spin down), eV: 10.51 / 5.71

```
! RIJCOSX wB97M-V def2-TZVPD def2/J DEFGRID3
* xyz 1 2
N -1.486 0.574 0.543
N 0.574 -0.443 -0.253
C -1.856 0.557 -0.857
C 0.707 -1.976 -0.154
C -0.367 1.209 1.160
C 1.639 -0.052 -1.217
C 0.709 0.183 0.980
H -0.238 -2.414 0.030
H 1.623 0.664 1.237
H -1.442 -0.364 -1.431
H -0.259 1.374 2.276
H -0.209 2.200 0.690
H 1.661 -0.349 -2.267
H 1.759 1.102 -1.114
H -3.016 0.469 -1.060
H 0.366 -0.677 1.652
H -1.767 1.498 -1.472
H -2.287 0.888 1.060
H 1.504 -1.987 0.667
H 1.138 -2.412 -1.045
H 2.567 -0.431 -0.726
*
```

Löwdin atomic charge list, values in e, 8 entries: number 1, N, carries -0.1370; number 2, N, carries -0.1107; number 3, C, carries -0.1222; number 4, C, carries 0.0453; number 5, C, carries -0.1951; number 6, C, carries -0.0108; number 7, C, carries -0.2239; number 8, H, carries 0.0954



[2]
Density functional theory data (ωB97M-V with the def2-TZVPD basis set) for C8H12AlBr2KLiN2O10S as an isolated structure.

Calculated values
E_HOMO, eV: -3.8
Electronic energy, a.u.: -7569.60686
HOMO-LUMO gap, eV: 1.06

```
! RIJCOSX wB97M-V def2-TZVPD def2/J DEFGRID3
* xyz -1 1
Br 1.395 2.664 2.396
Br 1.984 -1.705 -2.054
K 4.526 -0.409 2.101
S -5.932 -0.353 -3.364
Al -8.291 2.560 0.735
O -1.991 1.062 0.185
O -7.099 0.455 -3.802
O -3.734 -2.595 -1.319
O 0.272 1.116 -3.051
O -5.469 -1.185 -4.475
O 4.249 3.143 3.715
O -4.851 0.552 -2.929
O 5.227 -3.120 4.468
O -6.340 -1.212 -2.227
O 0.442 -2.840 0.125
N -1.119 -1.089 -0.104
N 3.570 -1.695 0.149
C 3.427 1.051 0.243
C 2.638 2.276 0.280
C 1.232 -0.475 0.103
C -1.008 0.357 0.076
C 0.469 0.802 0.140
C 2.771 -0.407 0.152
C 0.204 -1.667 0.044
C 1.075 2.173 0.246
Li -6.867 0.341 -0.680
H -4.510 -3.167 -1.325
H 3.794 -1.869 1.159
H 0.396 3.054 0.285
H 4.206 3.851 4.367
H -0.166 0.567 -2.400
H -1.533 -1.313 -1.025
H -3.320 -2.767 -0.464
H 4.849 -3.998 4.421
H 3.323 2.982 3.485
H 3.093 3.297 0.345
H 4.493 -1.571 -0.302
H 4.595 1.134 0.302
*
```

Löwdin atomic charge list, values in e, 8 entries: number 1, Br, carries 0.6058; number 2, Br, carries 0.4879; number 3, K, carries 0.9127; number 4, S, carries 0.1746; number 5, Al, carries 0.7122; number 6, O, carries 0.0850; number 7, O, carries -0.3254; number 8, O, carries -0.0618



[3]
Density functional theory data (ωB97M-V with the def2-TZVPD basis set) for a 2-piece molecular cluster, C3H7OS2 overall.

Calculated values
E_HOMO, eV: -2.9
Electronic energy, a.u.: -989.93289
HOMO-LUMO gap, eV: 3.94

```
! RIJCOSX wB97M-V def2-TZVPD def2/J DEFGRID3
* xyz -1 1
S -0.201 -1.356 2.854
S -1.757 -0.701 1.666
O 1.543 2.078 -1.042
C 1.127 0.788 -0.897
C -0.957 -0.450 -0.001
C -0.142 0.814 -0.052
H 0.219 1.020 1.011
H -0.800 1.600 -0.297
H -0.276 -1.382 -0.189
H -1.861 -0.501 -0.692
H 1.869 0.158 -0.185
H 0.079 -2.138 -0.433
H 1.157 0.070 -1.742
*
```

Löwdin atomic charge list, values in e, 8 entries: number 1, S, carries -0.1252; number 2, S, carries 0.2737; number 3, O, carries -0.3489; number 4, C, carries -0.5491; number 5, C, carries -0.5731; number 6, C, carries -0.3163; number 7, H, carries 0.1018; number 8, H, carries 0.0918